{
  "formula": "C12H10F3NS",
  "method": "ωB97M-V/def2-TZVPD",
  "species": ["N", "F", "F", "F", "C", "S", "C", "C", "C", "C", "C", "C", "C", "C", "C", "C", "C", "H", "H", "H", "H", "H", "H", "H", "H", "H", "H"],
  "positions_angstrom": [[-2.7523, -1.9604, -3.8768], [-1.1986, -3.6853, -1.5589], [-0.7653, -3.5976, 0.6958], [-2.9906, -3.2703, -0.0432], [-2.4003, -1.5736, -2.8579], [-0.5250, 1.3158, 1.9628], [-1.6225, 0.4959, -1.8762], [-1.2792, 1.2685, -0.8325], [-0.9769, -0.8269, 0.5258], [-1.8175, -0.9205, -1.7285], [-0.8953, 0.5857, 0.3521], [-1.3945, -1.5582, -0.5499], [-1.5920, -3.1260, -0.2606], [2.6968, 1.1535, 0.3066], [2.2553, 0.3353, 1.6150], [1.8132, 2.3194, 0.8437], [1.2019, 1.4752, 1.9598], [-1.8612, 1.0292, -2.7843], [-1.3883, 2.3889, -0.9746], [-0.8215, -1.3918, 1.5078], [2.2839, 0.6484, -0.5517], [3.6854, 1.4670, 0.1747], [2.0021, -0.7398, 1.5257], [3.2035, 0.3024, 2.1086], [2.5171, 3.0563, 1.2421], [1.1633, 2.9248, 0.1100], [1.4585, 1.8841, 2.9645]],
  "forces_ev_per_angstrom": [[-0.424, -0.273, -0.269], [-1.302, -0.022, 3.446], [-2.005, 0.068, -1.231], [3.384, -1.026, -0.052], [0.605, 0.012, -0.056], [-1.394, 0.216, -0.242], [-1.201, -1.926, -0.899], [0.904, 0.976, 2.125], [0.242, 0.877, 0.094], [0.858, 0.996, 0.013], [-0.108, -0.479, 1.839], [-1.050, -2.122, 0.362], [-0.166, 2.763, -3.766], [-3.505, -0.706, 0.827], [0.587, -0.008, -1.675], [0.400, 1.451, -1.578], [2.653, 0.038, 0.707], [-0.284, -0.541, -0.341], [0.652, -1.533, 0.727], [0.097, 1.455, -1.485], [0.060, 0.158, -0.641], [1.613, -0.172, -0.102], [-0.461, 0.736, -0.306], [0.063, 0.344, 1.730], [-0.276, 0.110, 0.214], [0.626, -1.238, 1.127], [-0.565, -0.154, -0.569]],
  "lowdin_charge": [0.183, 0.035, 0.147, 0.090, -0.186, 0.956, -0.027, -0.074, -0.067, -0.140, -0.441, -0.076, -0.350, -0.145, -0.136, -0.218, -0.634, 0.124, 0.144, 0.145, 0.088, 0.074, 0.100, 0.082, 0.100, 0.122, 0.103],
  "e_tot_ha": -1215.71030,
  "smiles": "N#Cc1ccc(SC2CCC2)cc1C(F)(F)F",
  "total_charge": 0,
  "spin_multiplicity": 1,
  "relative_energy_kj_mol": 61.64
}